Record 1
Entry from the Open Molecules 2025 dataset: a single C19H19N3O4 molecule at a distorted geometry (ωB97M-V/def2-TZVPD).

```
45
Properties=species:S:1:pos:R:3:forces:R:3:lowdin_charge:R:1
C 2.8919 0.4624 4.3808 -0.050 -0.158 -0.164 -0.0592
H 2.0121 0.6760 4.9836 -0.048 0.027 0.094 0.0673
H 3.2185 1.3820 3.9028 0.030 0.075 -0.023 0.0784
C 2.5929 -0.5843 3.3120 0.360 0.090 0.236 -0.1887
N 1.5159 -0.1678 2.4262 0.195 -0.144 -0.140 0.0263
C 0.2004 -0.3251 2.7723 -0.556 0.049 -0.165 -0.1266
C -0.1805 -0.8276 4.0259 0.068 -0.081 0.097 -0.0120
C -1.5021 -0.8528 4.4066 0.060 0.056 -0.116 -0.0667
C -2.4886 -0.3433 3.5690 -0.136 0.001 -0.042 -0.0779
C -2.1428 0.1054 2.3172 0.124 0.008 0.095 -0.0289
C -0.8146 0.0644 1.8726 0.075 -0.171 0.319 -0.0726
C -0.4535 0.4909 0.5387 0.620 0.268 -0.409 -0.1132
N -1.4030 0.6156 -0.4157 0.025 0.455 -0.298 0.0869
C -2.3716 -0.4105 -0.7136 0.016 -0.674 -0.120 -0.1152
H -3.2446 0.0545 -1.1756 -0.015 -0.102 0.068 0.1301
H -2.6609 -0.9395 0.1931 -0.111 0.073 -0.129 0.1141
C -1.7772 -1.4686 -1.6755 -0.520 0.153 0.043 -0.3183
C -1.2657 -0.8258 -2.9458 0.101 -0.200 0.052 -0.1937
C 0.0929 -0.6764 -3.1865 -0.091 -0.138 0.075 -0.0484
C 0.5366 -0.0451 -4.3356 0.018 0.013 -0.092 -0.0659
C -0.3751 0.4387 -5.2553 0.101 0.014 -0.058 -0.0798
C -1.7331 0.2829 -5.0277 -0.120 0.059 -0.030 -0.0776
C -2.1768 -0.3457 -3.8799 0.046 -0.014 0.054 -0.0420
H -3.2364 -0.4686 -3.7037 -0.135 -0.016 -0.007 0.1136
H -2.4490 0.6554 -5.7454 -0.054 0.030 -0.068 0.1026
H -0.0309 0.9380 -6.1483 0.031 0.042 -0.082 0.1028
H 1.5962 0.0778 -4.4968 0.103 0.037 -0.019 0.1111
H 0.8144 -1.0437 -2.4702 0.042 0.013 0.072 0.1111
O -0.7838 -2.1458 -0.9366 0.114 -0.005 0.081 -0.0098
H -0.3255 -2.7609 -1.5190 0.002 0.001 0.014 0.1035
H -2.5932 -2.1677 -1.9310 0.103 0.174 0.023 0.1535
H -1.0532 1.0855 -1.2556 -0.082 -0.076 0.402 0.1122
C 0.8832 0.7969 0.3067 -0.483 -0.294 0.908 -0.0013
N 1.3224 1.2482 -0.9588 0.132 0.078 -0.691 -0.3333
O 2.4329 0.9619 -1.3467 0.037 -0.022 -0.134 0.1042
O 0.5207 1.8892 -1.6447 0.069 0.298 -0.084 0.0400
C 1.9235 0.5430 1.2972 -0.079 0.117 -0.067 -0.3580
O 3.0814 0.8830 1.1816 0.173 0.034 0.095 0.0867
H -2.8941 0.5424 1.6789 -0.055 -0.014 -0.089 0.1157
H -3.5140 -0.2972 3.9007 -0.095 0.015 0.014 0.1037
H -1.7669 -1.2363 5.3804 0.007 -0.029 0.090 0.1081
H 0.5619 -1.1774 4.7225 0.111 0.000 0.032 0.1014
H 2.3395 -1.5507 3.7509 -0.015 0.048 -0.079 0.1164
H 3.4779 -0.7068 2.6831 -0.198 -0.086 0.125 0.1229
H 3.6875 0.1073 5.0301 0.079 -0.002 0.117 0.0765
```
Positions in Å, forces in eV/Å.

Calculated values
lowest unoccupied orbital energy: -0.34 eV
ΔE to the lowest compared entry with this formula, charge and spin: 4.472 eV
E_tot: -1200.5885 a.u.
max |F|: 1.07 eV/A

---

Record 2
Entry from the Open Molecules 2025 dataset: a single C19H19N3O4 molecule at a distorted geometry (ωB97M-V/def2-TZVPD).

```
45
Properties=species:S:1:pos:R:3:forces:R:3:lowdin_charge:R:1
C 2.6743 4.7849 0.5097 0.090 0.183 0.001 -0.0908
H 2.1568 5.4830 1.1759 0.025 -0.029 -0.011 0.0955
O 2.0506 3.5242 0.4953 -0.136 -0.293 0.025 -0.0857
C 1.9829 2.8200 1.6609 -0.012 -0.061 0.121 -0.2709
C 1.3602 1.5793 1.5859 0.090 0.056 0.236 0.0630
C 1.2234 0.7616 2.7008 0.405 0.762 0.140 -0.1197
C 1.7358 1.2037 3.9414 -0.039 0.082 -0.313 -0.2303
C 2.3562 2.4410 4.0086 -0.048 -0.220 0.241 -0.0116
C 2.4813 3.2460 2.8858 -0.028 0.105 -0.344 -0.0109
H 2.9722 4.2002 2.9901 0.037 0.090 -0.034 0.1051
H 2.7565 2.8049 4.9414 0.017 -0.008 0.095 0.1048
O 1.5759 0.3629 5.0034 -0.127 -0.103 -0.317 -0.0997
C 2.0712 0.7594 6.2590 0.074 0.043 0.217 -0.0817
H 1.5861 1.6750 6.6122 0.028 -0.024 -0.028 0.0973
H 1.8335 -0.0575 6.9388 0.043 0.093 -0.008 0.0951
H 3.1558 0.9055 6.2362 -0.044 0.011 -0.010 0.0974
C 0.5746 -0.5270 2.6224 -0.460 -0.920 -0.035 -0.0542
N 0.0408 -0.9485 1.5415 0.386 0.769 0.101 0.0340
N -0.5445 -2.1501 1.5205 -0.082 -0.749 0.880 0.0586
C -1.1660 -2.7472 0.4364 0.009 -0.258 0.406 -0.4035
O -1.6354 -3.8597 0.5952 0.037 0.170 -0.138 0.0708
C -1.2226 -2.0142 -0.8166 -0.320 -0.176 -0.793 -0.1601
C -1.7791 -2.4527 -2.0008 0.140 -0.077 0.554 0.0771
C -1.6077 -1.4160 -2.9434 0.148 0.311 0.038 -0.0855
C -1.9592 -1.2740 -4.3023 0.099 0.182 0.056 -0.2253
C -1.6279 -0.0907 -4.9320 -0.280 -0.384 -0.361 -0.0380
C -0.9646 0.9375 -4.2491 0.164 0.112 0.373 -0.0905
C -0.6087 0.8301 -2.9266 0.077 0.291 -0.164 -0.0287
C -0.9370 -0.3590 -2.2775 -0.313 -0.339 -0.513 -0.1940
N -0.7192 -0.7491 -0.9989 0.124 0.268 0.062 0.1326
H -0.2659 -0.2424 -0.2506 -0.089 -0.082 -0.199 0.1084
H -0.0976 1.6271 -2.4094 0.060 0.118 0.028 0.1030
H -0.7304 1.8409 -4.7928 0.028 0.077 -0.019 0.1009
H -1.8744 0.0679 -5.9700 -0.046 -0.042 -0.091 0.0967
O -2.5994 -2.3277 -4.8745 0.173 0.070 0.468 -0.0663
C -2.9685 -2.2319 -6.2271 -0.067 0.037 -0.276 -0.0894
H -3.4583 -3.1742 -6.4677 0.029 0.083 -0.025 0.0925
H -3.6688 -1.4069 -6.3956 0.047 -0.027 0.015 0.0956
H -2.0947 -2.1027 -6.8744 -0.038 0.010 0.040 0.0956
H -2.2480 -3.4011 -2.1627 -0.079 -0.214 0.056 0.1232
H -0.5475 -2.7187 2.3721 -0.035 0.136 -0.331 0.1606
H 0.5600 -1.1238 3.5368 -0.053 -0.059 -0.101 0.1301
H 0.9842 1.2522 0.6314 -0.028 -0.018 -0.137 0.1101
H 2.6148 5.1541 -0.5128 0.032 0.022 0.090 0.0933
H 3.7258 4.7109 0.8057 -0.038 0.002 0.004 0.0955
```
Positions in Å, forces in eV/Å.

Calculated values
lowest unoccupied orbital energy: -0.01 eV
ΔE to the lowest compared entry with this formula, charge and spin: 3.818 eV
E_tot: -1200.6125 a.u.
max |F|: 1.16 eV/A

---

Sequential highest occupied orbital energy output: -0.3153; -0.2769 Eh